This record from the OMol25 dataset describes a 2-piece molecular cluster, C9H14 overall. The level of theory is ωB97M-V/def2-TZVPD.

Computed properties:
DFT total energy ... -9558.6665 eV
ΔE to the lowest compared entry with this formula, charge and spin ... 34.9 kcal/mol
SMILES string ... Cc1ccccc1.CC
Highest occupied orbital energy ... -8.9298 eV

Geometry (Å):
C: -2.59 -0.93 2.16
C: -0.49 0.99 0.23
C: 0.49 0.01 0.35
C: -1.29 -1.73 2.32
C: 2.74 -0.77 -0.56
C: -0.70 1.71 -0.94
C: 1.02 0.42 -1.97
C: 1.33 -0.19 -0.75
C: -0.04 1.33 -2.13
H: -2.77 -0.63 1.15
H: 2.81 -1.76 -0.14
H: -0.95 -2.14 1.36
H: 0.74 -0.63 1.19
H: -0.51 -1.10 2.81
H: 3.14 0.08 -0.02
H: 1.71 0.44 -2.84
H: 3.29 -0.99 -1.49
H: -3.35 -1.52 2.71
H: -0.14 1.76 -3.11
H: -0.87 1.28 1.23
H: -1.35 2.55 -0.83
H: -2.64 -0.07 2.82
H: -1.32 -2.50 3.08

Results of the natural (NBO) charge analysis, in e, for atoms 1 through 8: atom 1 (C): -0.63, atom 2 (C): -0.22, atom 3 (C): -0.23, atom 4 (C): -0.62, atom 5 (C): -0.65, atom 6 (C): -0.23, atom 7 (C): -0.23, atom 8 (C): 0.00

=====

This record from the OMol25 dataset describes a 2-piece molecular cluster, C9H14 overall. The level of theory is ωB97M-V/def2-TZVPD.

Computed properties:
DFT total energy ... -9559.7536 eV
ΔE to the lowest compared entry with this formula, charge and spin ... 9.9 kcal/mol
SMILES string ... Cc1ccccc1.CC
Highest occupied orbital energy ... -9.0323 eV

Geometry (Å):
C: -0.94 2.15 0.04
C: -0.58 -0.02 1.04
C: -0.11 -0.91 2.14
C: 2.05 -2.06 -1.12
C: 2.39 -0.67 -0.53
C: -0.64 1.38 1.15
C: -1.30 0.18 -1.32
C: -0.97 -0.56 -0.18
C: -1.26 1.58 -1.16
H: -0.19 1.78 2.05
H: 3.22 -0.80 0.16
H: 2.63 0.02 -1.34
H: 1.55 -0.25 0.01
H: -1.74 -0.31 -2.17
H: 1.12 -2.00 -1.68
H: -0.90 -1.49 2.63
H: -0.88 3.23 0.12
H: 0.59 -1.68 1.82
H: 1.99 -2.76 -0.30
H: 0.27 -0.28 2.96
H: -0.95 -1.64 -0.22
H: 2.83 -2.35 -1.83
H: -1.43 2.14 -2.07

Results of the natural (NBO) charge analysis, in e, for atoms 1 through 8: atom 1 (C): -0.22, atom 2 (C): -0.03, atom 3 (C): -0.64, atom 4 (C): -0.61, atom 5 (C): -0.61, atom 6 (C): -0.20, atom 7 (C): -0.21, atom 8 (C): -0.20

=====

This record from the OMol25 dataset describes a 2-piece molecular cluster, C9H14 overall. The level of theory is ωB97M-V/def2-TZVPD.

Computed properties:
DFT total energy ... -9559.5457 eV
ΔE to the lowest compared entry with this formula, charge and spin ... 14.7 kcal/mol
SMILES string ... Cc1ccccc1.CC
Highest occupied orbital energy ... -9.0066 eV

Geometry (Å):
C: 1.39 0.64 0.03
C: 2.08 -0.54 0.38
C: 3.40 -0.51 1.10
C: -0.25 -0.69 -1.17
C: -4.23 1.99 0.78
C: 1.55 -1.76 0.01
C: 0.38 -1.84 -0.74
C: 0.29 0.56 -0.83
C: -3.15 1.29 -0.07
H: 4.27 -0.84 0.55
H: -5.23 1.83 0.32
H: 3.62 0.52 1.42
H: -3.64 0.79 -0.90
H: -2.65 0.51 0.48
H: -2.40 1.97 -0.46
H: 1.67 1.64 0.30
H: 1.96 -2.69 0.39
H: -4.09 3.06 0.88
H: -4.52 1.43 1.68
H: 3.32 -1.10 2.02
H: -0.07 1.50 -1.23
H: -1.15 -0.73 -1.76
H: -0.14 -2.75 -1.01

Results of the natural (NBO) charge analysis, in e, for atoms 1 through 8: atom 1 (C): -0.22, atom 2 (C): 0.00, atom 3 (C): -0.63, atom 4 (C): -0.23, atom 5 (C): -0.63, atom 6 (C): -0.23, atom 7 (C): -0.20, atom 8 (C): -0.19

=====

This record from the OMol25 dataset describes a 2-piece molecular cluster, C9H14 overall. The level of theory is ωB97M-V/def2-TZVPD.

Computed properties:
DFT total energy ... -9556.2551 eV
ΔE to the lowest compared entry with this formula, charge and spin ... 90.5 kcal/mol
SMILES string ... Cc1ccccc1.CC
Highest occupied orbital energy ... -8.7248 eV

Geometry (Å):
C: 0.50 1.15 2.25
C: 1.67 0.78 -3.92
C: -1.07 0.05 0.69
C: -0.09 0.95 0.96
C: -1.48 -0.12 -0.64
C: -1.20 -0.99 1.62
C: 0.31 0.04 3.08
C: 1.06 -0.61 -4.04
C: -0.28 -1.24 2.62
H: -1.17 -0.76 -1.29
H: -1.25 0.74 -1.24
H: 2.25 0.77 -2.86
H: -0.18 -2.02 3.32
H: 1.15 1.70 -3.83
H: 0.73 -0.04 4.08
H: 2.35 1.03 -4.82
H: 1.07 2.03 2.66
H: 0.36 1.50 0.14
H: -2.57 -0.36 -1.00
H: -2.17 -1.67 1.45
H: 0.04 -0.45 -4.12
H: 1.60 -1.08 -4.89
H: 1.26 -1.42 -3.32

Results of the natural (NBO) charge analysis, in e, for atoms 1 through 8: atom 1 (C): -0.25, atom 2 (C): -0.62, atom 3 (C): -0.11, atom 4 (C): -0.16, atom 5 (C): -0.63, atom 6 (C): -0.14, atom 7 (C): -0.19, atom 8 (C): -0.63

=====

This record from the OMol25 dataset describes a 2-piece molecular cluster, C9H14 overall. The level of theory is ωB97M-V/def2-TZVPD.

Computed properties:
DFT total energy ... -9559.8362 eV
ΔE to the lowest compared entry with this formula, charge and spin ... 8.0 kcal/mol
SMILES string ... Cc1ccccc1.CC
Highest occupied orbital energy ... -9.0107 eV

Geometry (Å):
C: 0.87 2.52 2.06
C: -0.81 -1.11 0.81
C: 0.89 -0.21 -2.46
C: -0.37 -2.22 -2.78
C: -0.79 -2.17 -1.46
C: 0.46 -1.23 -3.29
C: -0.41 -1.10 -0.63
C: -0.36 1.95 2.78
C: 0.45 -0.14 -1.13
H: 0.88 0.65 -0.53
H: -1.42 -2.91 -0.97
H: 0.75 -1.28 -4.33
H: -1.12 1.72 2.04
H: 1.10 1.93 1.17
H: -0.38 -0.39 1.49
H: -0.61 -3.08 -3.38
H: 0.74 3.55 1.74
H: -0.10 1.03 3.31
H: 1.59 0.54 -2.82
H: -1.90 -1.12 0.94
H: 1.79 2.43 2.65
H: -0.56 -2.06 1.32
H: -0.68 2.71 3.49

Results of the natural (NBO) charge analysis, in e, for atoms 1 through 8: atom 1 (C): -0.60, atom 2 (C): -0.65, atom 3 (C): -0.19, atom 4 (C): -0.20, atom 5 (C): -0.21, atom 6 (C): -0.23, atom 7 (C): -0.01, atom 8 (C): -0.61

=====

This record from the OMol25 dataset describes a 2-piece molecular cluster, C9H14 overall. The level of theory is ωB97M-V/def2-TZVPD.

Computed properties:
DFT total energy ... -9559.5834 eV
ΔE to the lowest compared entry with this formula, charge and spin ... 13.8 kcal/mol
SMILES string ... Cc1ccccc1.CC
Highest occupied orbital energy ... -9.0344 eV

Geometry (Å):
C: 0.66 -1.12 -0.16
C: 1.15 0.42 2.72
C: 0.09 1.69 -2.61
C: -0.51 -1.85 -0.27
C: -0.36 0.16 2.64
C: 0.81 0.11 -0.82
C: -0.17 0.52 -1.73
C: -1.47 -1.49 -1.22
C: -1.27 -0.32 -1.93
H: 1.75 0.62 -0.63
H: -0.80 2.30 -2.77
H: -1.91 -0.15 -2.78
H: 1.62 -0.51 3.04
H: -0.84 0.79 1.88
H: -0.52 -2.82 0.22
H: -0.58 -0.88 2.41
H: 0.85 2.43 -2.34
H: -2.27 -2.19 -1.37
H: -0.89 0.44 3.55
H: 0.47 1.38 -3.59
H: 1.28 1.27 3.38
H: 1.34 -1.39 0.64
H: 1.59 0.59 1.74

Results of the natural (NBO) charge analysis, in e, for atoms 1 through 8: atom 1 (C): -0.20, atom 2 (C): -0.61, atom 3 (C): -0.64, atom 4 (C): -0.22, atom 5 (C): -0.61, atom 6 (C): -0.22, atom 7 (C): -0.01, atom 8 (C): -0.20

=====

This record from the OMol25 dataset describes a 2-piece molecular cluster, C9H14 overall. The level of theory is ωB97M-V/def2-TZVPD.

Computed properties:
DFT total energy ... -9558.7919 eV
ΔE to the lowest compared entry with this formula, charge and spin ... 32.0 kcal/mol
SMILES string ... Cc1ccccc1.CC
Highest occupied orbital energy ... -9.0710 eV

Geometry (Å):
C: 1.45 -2.00 -1.75
C: -1.90 -0.71 0.56
C: -0.34 2.88 0.81
C: 0.47 -1.47 0.42
C: 0.96 2.28 1.43
C: -0.73 -1.16 -0.29
C: -0.89 -1.29 -1.63
C: 1.54 -1.92 -0.31
C: 0.30 -1.62 -2.36
H: -2.67 -1.46 0.50
H: -1.65 -0.53 1.61
H: -2.31 0.18 0.09
H: 0.49 -1.50 1.49
H: 2.50 -2.22 0.09
H: -1.87 -1.03 -2.00
H: 1.62 1.92 0.61
H: 0.87 1.29 1.90
H: 2.41 -2.14 -2.23
H: 0.19 3.64 0.22
H: 1.38 2.94 2.17
H: -0.98 2.04 0.58
H: 0.13 -1.53 -3.44
H: -0.98 3.43 1.54

Results of the natural (NBO) charge analysis, in e, for atoms 1 through 8: atom 1 (C): -0.25, atom 2 (C): -0.64, atom 3 (C): -0.64, atom 4 (C): -0.24, atom 5 (C): -0.62, atom 6 (C): 0.01, atom 7 (C): -0.24, atom 8 (C): -0.17

=====

This record from the OMol25 dataset describes a 2-piece molecular cluster, C9H14 overall. The level of theory is ωB97M-V/def2-TZVPD.

Computed properties:
DFT total energy ... -9558.9474 eV
ΔE to the lowest compared entry with this formula, charge and spin ... 28.5 kcal/mol
SMILES string ... Cc1ccccc1.CC
Highest occupied orbital energy ... -8.9642 eV

Geometry (Å):
C: -1.39 0.88 -0.14
C: -0.09 -1.48 -0.98
C: -1.90 2.13 0.37
C: -0.92 0.70 -1.45
C: -0.32 -0.43 -1.90
C: 2.51 -1.03 1.32
C: -1.21 -0.17 0.74
C: -0.51 -1.40 0.35
C: 2.70 0.47 0.93
H: 2.23 -1.61 0.37
H: -0.36 -2.15 1.10
H: 2.33 1.03 1.75
H: 0.29 -2.40 -1.42
H: -1.53 -0.18 1.69
H: -1.42 3.10 0.08
H: -1.86 2.18 1.51
H: -0.90 1.56 -2.09
H: 2.07 0.50 0.00
H: 1.65 -1.07 1.98
H: 0.05 -0.38 -2.92
H: 3.45 -1.44 1.67
H: 3.72 0.63 0.65
H: -2.96 2.16 0.19

Results of the natural (NBO) charge analysis, in e, for atoms 1 through 8: atom 1 (C): -0.02, atom 2 (C): -0.23, atom 3 (C): -0.64, atom 4 (C): -0.21, atom 5 (C): -0.21, atom 6 (C): -0.60, atom 7 (C): -0.20, atom 8 (C): -0.20